Entry 1:
Entry from OMol25: a structure of composition C25H40CeN7P (wB97M-V/def2-TZVPD).

The geometry in XYZ format:
```
74
Properties=species:S:1:pos:R:3:forces:R:3:lowdin_charge:R:1
Ce -0.85530 -0.39019 0.40436 -0.3 -0.2 0.5 1.29
N -1.68320 1.37258 2.20288 -0.3 -0.5 -0.4 -0.02
C -3.01283 0.92117 2.72279 0.1 -0.2 -0.1 -0.18
C -2.88615 -0.44433 3.35629 0.1 0.1 0.0 -0.15
N -2.38265 -1.49572 2.41387 0.1 0.3 -0.4 -0.10
C -3.46724 -2.36294 1.85361 0.1 0.0 -0.1 -0.15
C -4.09372 -1.78293 0.61099 0.1 0.1 0.1 -0.18
N -3.05389 -1.63764 -0.45727 0.2 0.5 0.4 -0.03
H -1.80515 2.29729 1.80095 0.0 0.1 -0.2 0.11
H -1.07215 1.53033 2.99543 0.3 -0.1 0.2 0.11
H -3.40543 1.61123 3.46465 0.0 0.2 0.0 0.15
H -3.71657 0.90755 1.89091 0.0 0.1 0.0 0.10
H -2.19364 -0.37701 4.19644 0.0 -0.1 0.0 0.14
H -3.85001 -0.73329 3.77243 -0.1 -0.1 0.0 0.15
H -1.82000 -2.12158 2.97900 0.2 -0.1 0.0 0.12
H -3.03350 -3.33791 1.62245 0.1 0.0 0.0 0.14
H -4.24451 -2.53235 2.59633 0.0 0.0 0.2 0.15
H -4.90073 -2.43300 0.28279 -0.1 -0.1 -0.1 0.15
H -4.53568 -0.80745 0.81257 0.0 0.0 -0.1 0.11
H -2.84259 -2.57048 -0.78914 0.1 -0.3 -0.1 0.10
H -3.48761 -1.19458 -1.26332 0.0 0.2 -0.2 0.11
N 0.20190 2.18373 -1.89124 1.6 -1.2 0.2 -0.06
P 1.09539 0.74209 -1.42816 0.0 2.7 -0.6 1.04
C 2.32853 0.68640 -2.72502 0.0 -0.7 0.0 -0.37
C 3.27411 1.72764 -2.81609 -0.1 -0.1 0.2 -0.08
C 4.17467 1.72362 -3.86520 0.0 -0.2 -0.2 -0.01
C 4.15574 0.68355 -4.80174 0.0 0.1 0.1 0.01
C 3.22947 -0.35007 -4.70098 0.0 0.0 -0.1 -0.03
C 2.30581 -0.34943 -3.66838 0.0 0.1 0.1 -0.08
C 1.95509 1.31826 0.07297 -0.5 -0.4 -0.3 -0.39
C 1.34288 2.24463 0.93279 -0.1 0.0 0.1 -0.12
C 2.00627 2.67494 2.07649 0.0 0.0 0.0 -0.03
C 3.27243 2.17254 2.36895 0.0 0.0 0.0 0.00
C 3.88190 1.24760 1.51484 0.0 -0.1 -0.1 -0.01
C 3.22792 0.81507 0.36800 0.1 -0.1 0.3 -0.08
C -1.11858 2.40715 -1.79426 -1.5 0.5 -0.1 -0.35
C -1.68137 3.52341 -2.46809 0.0 -0.5 0.4 0.05
C -3.04127 3.74301 -2.38581 0.4 0.0 -0.1 0.02
C -3.81276 2.85098 -1.64270 0.0 -1.1 0.7 0.00
C -3.18184 1.78196 -0.99952 -1.6 1.0 -0.4 -0.14
N -1.86728 1.54155 -1.04594 1.7 -0.1 -0.1 -0.03
H 0.71680 2.84470 -2.47184 0.0 -0.3 0.1 0.14
H 3.32093 2.52122 -2.07488 0.0 -0.1 -0.1 0.12
H 4.90397 2.52233 -3.95096 -0.1 -0.1 0.0 0.14
H 4.87210 0.68357 -5.61664 -0.1 0.0 0.1 0.14
H 3.22172 -1.14995 -5.43493 0.0 0.1 0.1 0.13
H 1.56982 -1.14706 -3.60669 0.1 0.1 0.0 0.10
H 0.39079 2.69692 0.67334 0.0 0.0 -0.1 0.10
H 1.56153 3.42907 2.71786 0.0 0.0 -0.1 0.13
H 3.80184 2.52456 3.24880 0.0 0.0 -0.1 0.14
H 4.87963 0.88113 1.73264 -0.1 0.1 0.0 0.14
H 3.72288 0.12271 -0.30926 -0.1 0.1 0.1 0.13
H -1.03982 4.18314 -3.04674 -0.1 -0.1 0.1 0.14
H -3.50029 4.58519 -2.89816 0.1 -0.1 0.1 0.15
H -4.88983 2.97010 -1.56711 0.2 -0.1 0.0 0.14
H -3.77632 1.08209 -0.41907 -0.1 0.0 0.0 0.10
N -0.05067 -2.57074 -1.03385 0.3 0.7 0.3 -0.04
C 1.37574 -2.99983 -0.79964 -0.1 0.0 0.1 -0.21
C 1.49037 -3.83168 0.46321 0.0 -0.1 0.0 -0.16
C 0.97694 -3.12581 1.71409 0.2 0.0 0.0 -0.17
C 1.81048 -1.90170 2.10377 -0.2 0.0 -0.1 -0.18
N 0.93851 -0.70541 2.35106 -0.3 -0.3 -0.4 -0.02
H -0.61200 -3.41647 -1.00559 -0.2 -0.1 0.1 0.11
H -0.11715 -2.26954 -1.99953 0.0 0.1 -0.3 0.09
H 1.99877 -2.10141 -0.74709 0.0 0.0 0.0 0.09
H 1.73265 -3.58377 -1.64370 0.0 0.0 -0.2 0.14
H 2.53969 -4.10523 0.59739 0.0 0.0 0.0 0.15
H 0.95215 -4.77302 0.32556 0.0 0.0 0.0 0.14
H 0.93027 -3.83904 2.53620 -0.1 0.0 0.0 0.14
H -0.06432 -2.81389 1.54243 -0.3 0.0 0.0 0.06
H 2.50206 -1.63276 1.30873 0.0 0.0 0.0 0.10
H 2.41173 -2.11179 2.98377 0.1 0.0 0.1 0.15
H 1.54587 0.09549 2.51235 0.0 0.2 -0.1 0.07
H 0.47667 -0.85050 3.24454 -0.1 0.0 0.1 0.11
```
Positions in Å, forces in eV/Å.

Output
E, Eh: -2175.0409
Frontier orbital gap (spin up / spin down), hartree: 0.15963 / 0.15950
ΔE to the lowest compared entry with this formula, charge and spin, kJ/mol: 38.30
2S+1: 1
Net charge: +4



Entry 2:
Entry from OMol25: an isolated molecule of C3H4O (wB97M-V/def2-TZVPD).

The geometry in XYZ format:
```
8
Properties=species:S:1:pos:R:3:forces:R:3:lowdin_spin:R:1
C -0.42917 0.48538 -0.01834 3.6 -2.3 0.3 0.11
C 1.04933 0.51504 -0.05223 -3.7 6.3 0.3 0.54
C -0.90178 -0.76924 0.04054 -2.2 -0.5 -0.4 0.32
O 1.79300 -0.44002 -0.06585 2.7 -3.3 0.0 0.86
H -1.02922 1.29405 0.06670 -1.2 2.8 0.2 -0.01
H 1.60806 1.55329 0.12238 -0.9 -1.8 -0.4 0.12
H -1.92876 -1.17223 0.02410 0.5 0.9 0.1 0.02
H -0.16146 -1.46628 -0.11730 1.2 -2.0 -0.1 0.03
```
Positions in Å, forces in eV/Å.

Output
E, Eh: -191.7708
Frontier orbital gap (spin up / spin down), hartree: 0.28540 / 0.26886
ΔE to the lowest compared entry with this formula, charge and spin, kJ/mol: 53.43
2S+1: 3



Entry 3:
Entry from OMol25: a structure of composition C21H12Cl5IrN4OS2 (wB97M-V/def2-TZVPD).

The geometry in XYZ format:
```
46
Properties=species:S:1:pos:R:3:forces:R:3:lowdin_spin:R:1
Ir 0.42062 0.38726 0.63949 -0.2 -0.6 -0.4 0.07
N 2.43661 2.13310 -2.86108 0.0 0.0 0.0 0.07
C 1.68301 1.72317 -1.79137 0.0 0.0 0.0 0.13
S 2.50576 1.03041 -0.42769 -0.1 0.1 0.0 0.07
N 0.37707 1.97174 -1.87471 0.0 0.2 0.2 0.10
N -0.23815 1.59347 -0.77769 0.0 -0.3 -0.2 0.45
C -1.59994 1.87908 -0.38269 0.2 0.2 0.0 0.03
C -1.53073 3.01144 0.60963 -0.1 0.0 0.1 0.02
C -2.41124 4.07855 0.51747 0.0 0.0 0.0 0.01
C -2.41415 5.11325 1.44232 0.0 0.0 0.0 0.00
C -1.49495 5.06712 2.48404 0.0 0.0 0.0 0.00
C -0.60323 4.01663 2.59511 0.0 0.0 0.0 0.00
C -0.59084 2.95370 1.67297 0.1 0.1 0.0 0.00
O 0.30600 2.00521 1.85398 -0.1 0.0 0.1 0.00
H 3.33391 1.69518 -2.97195 0.0 0.0 0.0 0.01
H 1.92095 2.33834 -3.70101 0.0 0.0 0.0 0.00
H -2.25656 2.11948 -1.22212 -0.1 -0.1 0.0 0.00
H -3.11966 4.09062 -0.30552 0.0 0.0 0.0 0.00
H -3.11592 5.93268 1.35304 0.0 0.0 0.0 0.00
H -1.47230 5.86212 3.22151 0.0 0.0 0.0 0.00
H 0.11559 3.97503 3.40425 0.0 0.0 0.0 0.00
Cl 3.02553 0.72053 2.80876 -0.1 0.1 -0.1 0.00
C 1.94005 -0.58980 3.15147 -0.1 -0.1 -0.1 0.00
C 0.86872 -0.86849 2.27561 0.5 0.1 0.3 0.00
C 0.13995 -2.00772 2.63955 -0.1 0.0 0.0 0.00
Cl -1.17669 -2.54793 1.63286 0.0 -0.1 0.0 0.00
C 0.39194 -2.77272 3.77925 0.0 0.0 0.0 0.00
Cl -0.57929 -4.14990 4.17188 0.0 0.0 0.0 0.00
C 1.43964 -2.42978 4.62186 0.0 0.0 0.0 0.00
Cl 1.76907 -3.35929 6.04025 0.0 0.0 0.0 0.00
C 2.22660 -1.33336 4.29435 0.0 0.0 0.0 0.00
Cl 3.55645 -0.92184 5.32106 0.0 0.0 0.0 0.00
N 0.43271 -1.11551 -0.65928 0.1 0.2 0.1 0.00
C 0.28452 -1.80346 -1.55998 0.0 -0.2 0.1 0.00
C -0.02825 -2.67621 -2.65015 0.0 0.0 0.0 0.00
C -1.37229 -2.87943 -2.96429 0.0 0.0 0.0 0.00
C -1.70099 -3.71843 -4.01512 0.0 0.0 0.0 0.00
C -0.70143 -4.34704 -4.74553 0.0 0.0 0.0 0.00
C 0.63424 -4.13887 -4.42976 0.0 0.0 0.0 0.00
C 0.97852 -3.30164 -3.38170 0.0 0.0 0.0 0.00
H -2.12891 -2.37726 -2.37517 0.0 0.0 0.0 0.00
H -2.74074 -3.88383 -4.26441 0.0 0.0 0.0 0.00
H -0.96484 -5.00473 -5.56396 0.0 0.0 0.0 0.00
H 1.41005 -4.63087 -5.00140 0.0 0.0 0.0 0.00
H 2.01392 -3.12730 -3.12239 0.0 0.0 0.0 0.00
S -1.97033 0.28729 0.51826 -0.1 0.4 -0.1 0.02
```
Positions in Å, forces in eV/Å.

Output
E, Eh: -4303.4862
Frontier orbital gap (spin up / spin down), hartree: 0.21734 / 0.22555
ΔE to the lowest compared entry with this formula, charge and spin, kJ/mol: 0.00
2S+1: 2
Net charge: -1



Entry 4:
Entry from OMol25: an isolated molecule of C4H6N2S2 (wB97M-V/def2-TZVPD).

The geometry in XYZ format:
```
14
Properties=species:S:1:pos:R:3:forces:R:3:lowdin_charge:R:1
S 2.45984 -0.42931 -0.22150 0.6 0.6 0.0 0.71
C 1.14794 -0.21429 1.00875 -0.8 0.7 -0.5 -0.53
C -0.25136 0.10541 0.33552 1.2 0.6 -1.4 -0.77
S -0.45978 1.81433 -0.30762 1.1 1.3 2.3 0.78
C -1.43010 -0.32685 1.05250 -0.9 -0.1 2.8 -0.22
N -2.19837 -1.08480 0.39831 -1.5 -0.5 0.5 0.05
N -1.74651 -1.15585 -0.91580 -3.1 -2.1 -0.9 0.04
C -0.68792 -0.56996 -1.01433 5.3 2.2 -1.4 -0.28
H 2.28469 -1.72440 -0.52677 -0.3 0.1 0.3 -0.13
H 1.44219 0.46529 1.86381 -0.3 -0.2 -1.4 0.10
H 1.08281 -1.14878 1.48826 -0.4 -1.3 0.6 0.05
H 0.03600 2.49037 0.88062 -0.9 -1.0 -1.8 -0.06
H -1.74141 -0.14862 2.10436 0.7 0.1 -0.7 0.14
H -0.16232 -0.37557 -2.01656 -0.7 -0.5 1.7 0.14
```
Positions in Å, forces in eV/Å.

Output
E, Eh: -1061.8061
Frontier orbital gap, hartree: 0.35641
ΔE to the lowest compared entry with this formula, charge and spin, kJ/mol: 289.05
SMILES string: SCC1(S)C=NN=C1
2S+1: 1



Entry 5:
Entry from OMol25: a structure of composition C17H30Br4Fe2O11 (wB97M-V/def2-TZVPD).

The geometry in XYZ format:
```
64
Properties=species:S:1:pos:R:3:forces:R:3:lowdin_spin:R:1
Fe 0.86879 -0.54053 3.18068 -0.2 0.2 0.4 3.73
Fe -0.62011 -1.55898 0.56980 -0.5 1.7 0.6 4.05
C -1.36462 -1.64575 3.03265 1.3 6.4 -1.7 0.04
O -0.43423 -2.24156 2.54155 8.1 -8.7 -3.1 0.15
O -1.93952 -1.12636 2.04666 -6.8 1.6 -3.4 0.15
O -1.00893 -0.90836 3.95224 -1.1 1.5 5.6 0.08
C 1.67964 -0.32290 0.67974 -0.4 -3.9 6.9 0.05
O 1.32987 -1.30910 0.09552 1.5 -7.7 -9.8 0.19
O 2.29726 -0.46239 1.74329 10.2 0.7 2.5 0.12
O 0.61467 0.04440 1.14388 -12.8 9.2 1.2 0.33
C 1.28104 3.42031 5.23959 -0.2 -1.0 1.0 0.00
C 1.20080 2.51050 4.04576 -0.5 -0.9 -1.3 0.01
O 1.10022 1.25700 4.09060 0.2 2.3 1.1 0.04
C 1.39770 3.09199 2.63312 -0.5 -0.4 0.6 0.00
H 1.07143 2.93509 6.19286 0.0 -0.7 -0.2 0.00
H 0.59126 4.26310 5.28443 0.3 0.2 -0.9 0.00
H 2.32404 3.72056 5.34004 0.0 0.5 -0.3 0.00
H 1.14282 4.12825 2.41107 0.4 0.2 0.8 0.00
H 0.78671 2.53576 1.92221 0.3 -0.5 0.1 0.00
H 2.45524 2.87115 2.48842 0.1 0.3 -0.5 0.00
O -1.68381 -0.55782 -0.96544 0.2 -0.8 0.8 0.06
C -1.96086 0.63164 -1.21350 1.9 0.4 0.7 0.01
O -3.05847 0.99824 -1.72610 0.8 0.9 0.1 0.01
C -4.06898 0.08554 -2.01052 -2.9 -1.2 0.5 0.00
C -4.96681 -0.20649 -0.76116 0.2 0.0 -0.8 0.00
C -0.96403 1.75811 -1.00433 -0.5 -0.2 -0.4 0.00
H -3.73937 -0.83888 -2.48476 0.4 0.3 -0.1 0.00
H -4.65798 0.70297 -2.68871 -0.3 -0.7 -0.2 0.00
H -4.59680 -0.87479 0.01638 0.8 0.5 0.0 0.00
H -5.84961 -0.77167 -1.06006 -0.2 0.4 -0.5 0.00
H -5.25430 0.77164 -0.37552 -0.2 -0.3 0.3 0.00
H -1.29138 2.64340 -1.54949 0.0 -0.2 0.0 0.00
H -0.00711 1.40463 -1.38831 0.1 0.1 0.2 0.00
H -0.89904 2.03971 0.04666 0.1 -0.3 -0.2 0.00
O -1.01059 -0.77087 -5.47022 0.9 -1.4 0.5 0.00
C -0.52070 -1.85528 -5.74270 0.6 2.4 2.5 0.00
O 0.38327 -2.53929 -4.90052 -1.4 -0.8 -2.1 0.00
C 0.72736 -2.15422 -3.59873 -0.2 0.9 0.8 0.00
C 1.72394 -3.10929 -2.94444 0.1 0.8 -0.1 0.00
C -0.82081 -2.54078 -6.97991 -0.6 -1.7 -1.5 0.00
H -0.12075 -2.08662 -2.91738 -0.6 0.1 -0.4 0.00
H 1.15277 -1.15642 -3.70612 0.1 0.2 0.5 0.00
H 1.46355 -4.16369 -3.03680 0.4 0.1 -0.7 0.00
H 1.76268 -2.96012 -1.86539 -0.3 0.4 0.1 0.00
H 2.69638 -2.75952 -3.29103 0.3 -1.1 -0.2 0.00
H -1.62583 -2.09415 -7.56349 0.1 0.5 0.5 0.00
H -1.20477 -3.52701 -6.71907 0.3 -0.3 -0.1 0.00
H 0.00516 -2.65500 -7.68193 0.3 -0.1 0.4 0.00
Br -3.49693 3.57083 4.45787 0.6 -0.8 -0.3 0.00
C -2.45406 2.11885 3.52895 -1.2 0.5 1.0 0.00
C -2.03414 2.57063 2.14146 0.0 -0.8 2.2 0.00
Br -3.60268 2.89088 1.06022 0.7 0.0 -0.1 0.00
H -3.08510 1.23035 3.55078 -0.2 0.2 -0.3 0.00
H -1.62906 1.86648 4.19512 0.2 0.3 -0.2 0.00
H -1.43619 1.69491 1.88912 -0.1 0.1 -1.1 0.00
H -1.37688 3.42119 2.32216 -0.4 0.3 -0.8 0.00
Br 5.96304 -3.71346 0.81902 -0.5 -0.2 0.2 0.00
C 4.89659 -2.33456 -0.00330 1.6 1.2 -1.3 0.00
C 5.45157 -0.92467 0.37613 -0.8 -0.8 1.2 0.00
Br 7.42319 -0.63155 0.26536 -1.4 -0.2 -0.3 0.00
H 3.82300 -2.46392 0.13371 0.2 0.1 0.6 0.00
H 5.07331 -2.43281 -1.07438 0.0 -0.3 0.0 0.00
H 5.21620 -0.78318 1.43097 0.3 0.1 0.0 0.00
H 4.88065 -0.15591 -0.14459 0.5 0.1 -0.4 0.00
```
Positions in Å, forces in eV/Å.

Output
E, Eh: -14316.4066
Frontier orbital gap (spin up / spin down), hartree: 0.25443 / 0.21067
2S+1: 10
Net charge: +1



Strongest force on any atom for every record listed, in sequence, given in eV/Å: 2.7; 7.3; 0.8; 5.9; 15.9.